Entry 1:
{"formula": "C5H8O2", "method": "ωB97M-V with the def2-TZVPD basis set", "e_tot_ha": -345.71286, "lumo_energy_ev": 0.817, "fmax_ev_per_a": 0.35, "symbols": ["C", "C", "O", "C", "C", "C", "O", "H", "H", "H", "H", "H", "H", "H", "H"], "coordinates": [[-1.902437, -0.223751, -0.132941], [-0.708801, 0.675394, 0.081349], [-0.230515, 0.666278, 1.451566], [1.096699, 0.409306, 1.013117], [1.180014, -0.920875, 0.307155], [0.668455, 0.281178, -0.424977], [1.139783, 0.764319, -1.629128], [-1.693599, -1.233838, 0.231943], [-2.773676, 0.158780, 0.408398], [-2.152660, -0.274974, -1.197585], [-0.918540, 1.707527, -0.229241], [1.906869, 0.873058, 1.566049], [2.191250, -1.201289, 0.012528], [0.543889, -1.753589, 0.602429], [1.653274, 0.072480, -2.060665]], "atomic_forces_ev_per_a": [[-0.009, -0.041, -0.022], [-0.246, -0.035, -0.211], [-0.035, -0.020, 0.142], [0.310, 0.102, 0.134], [-0.012, -0.179, -0.045], [-0.117, -0.053, 0.159], [0.217, -0.087, -0.050], [-0.030, 0.128, -0.075], [0.125, -0.038, -0.073], [0.026, 0.033, 0.111], [0.007, -0.112, 0.101], [-0.050, -0.024, -0.236], [-0.116, 0.086, 0.128], [0.034, 0.145, -0.067], [-0.104, 0.096, 0.006]]}

=====

Entry 2:
{"formula": "C5H8O2", "method": "ωB97M-V with the def2-TZVPD basis set", "smiles": "C=C(O)CC(C)=O", "e_tot_ha": -345.72939, "lumo_energy_ev": 0.806, "fmax_ev_per_a": 1.18, "symbols": ["C", "C", "C", "C", "O", "C", "O", "H", "H", "H", "H", "H", "H", "H", "H"], "coordinates": [[1.910418, -0.182439, 0.809306], [0.885777, 0.378813, -0.118396], [-0.113116, -0.606783, -0.775355], [-1.285717, -0.194737, 0.089623], [-1.331814, -0.830295, 1.328074], [-1.677747, 1.071814, -0.044683], [0.712447, 1.573524, -0.187639], [2.770209, -0.534808, 0.234661], [1.475850, -1.019206, 1.362369], [2.207036, 0.614469, 1.493629], [-0.262297, -0.360652, -1.831850], [0.206214, -1.651728, -0.684485], [-2.001569, -1.523313, 1.294370], [-1.540824, 1.586802, -0.987363], [-1.950725, 1.675474, 0.812190]], "atomic_forces_ev_per_a": [[0.172, -0.087, 0.099], [0.354, 0.450, 0.025], [-0.059, 0.072, 0.012], [0.018, 0.606, -0.084], [-0.200, -0.133, -0.043], [-0.966, -0.389, -0.019], [1.048, -0.332, -0.442], [0.029, -0.084, 0.104], [0.146, 0.019, -0.058], [0.141, -0.194, -0.097], [0.023, 0.101, 0.249], [-0.193, 0.263, 0.097], [0.103, 0.077, 0.038], [0.032, -0.117, 0.188], [-0.649, -0.253, -0.069]]}

=====

Entry 3:
{"formula": "C5H8O2", "method": "ωB97M-V with the def2-TZVPD basis set", "smiles": "C[C@@H]1[C@H](O)[C@@H]2O[C@H]12", "e_tot_ha": -345.68169, "lumo_energy_ev": 0.996, "fmax_ev_per_a": 2.86, "symbols": ["C", "C", "C", "O", "C", "C", "O", "H", "H", "H", "H", "H", "H", "H", "H"], "coordinates": [[1.644164, -0.598443, 0.221239], [0.449545, 0.270108, 0.524782], [-0.053644, 1.339275, -0.439793], [-0.600097, 0.783613, -1.540442], [-1.514370, 0.779967, -0.136299], [-0.931040, -0.445885, 0.502932], [-1.078480, -1.577052, -0.308317], [2.555248, -0.004311, 0.153115], [1.523804, -1.155927, -0.709761], [1.785490, -1.338453, 1.017356], [0.547992, 0.786420, 1.486975], [0.395234, 2.342360, -0.503397], [-2.513660, 0.779458, -0.568252], [-1.239095, -0.731131, 1.509439], [-0.971097, -1.229994, -1.209577]], "atomic_forces_ev_per_a": [[0.290, -0.001, -0.094], [0.439, -0.254, 0.196], [-1.030, 0.353, 1.095], [-0.959, -0.817, 0.632], [1.632, 0.023, -2.354], [0.270, 0.017, 0.308], [0.120, -0.137, -0.182], [0.087, -0.006, -0.028], [-0.051, 0.124, 0.034], [-0.057, 0.136, -0.095], [0.064, -0.261, 0.038], [-0.569, -0.241, 0.059], [0.043, 1.099, 0.404], [-0.342, 0.257, -0.111], [0.063, -0.293, 0.096]]}

=====

Record-wise energy relative to the best compared isomer or geometry (same formula, charge and spin) values, in kcal per mole: 57.8 47.4 77.4
Record-wise HOMO level values, in eV: -9.002 -8.921 -9.608